Record 1
# C55H37BrFI2N3O31P2S

C55H37BrFI2N3O31P2S as an isolated structure at a distorted geometry (ωB97M-V with the def2-TZVPD basis set, OMol25).

## Properties
net charge = 0
HOMO level = -8.80 eV
Kohn-Sham gap = 7.055 eV
LUMO level = -1.75 eV
2S+1 = 1

Each line ends with the Löwdin charge.
Element x y z (Å)
C1 -1.2289 1.3942 -0.3127  0.151
C2 -1.1946 1.5243 -1.5071  -0.058
C3 -1.0751 2.0378 -2.8441  -0.141
C4 0.0977 1.8308 -3.5141  0.040
C5 0.2540 2.3308 -4.8371  -0.287
C6 1.5647 2.0115 -5.4666  -0.769
I1 1.4268 0.7232 -7.1409  0.898
C7 2.7274 2.4565 -4.9958  -0.817
C8 2.7728 3.3735 -3.7879  -0.125
I2 4.5565 1.9719 -5.8926  0.962
C9 -0.7533 3.0389 -5.4715  -0.292
P1 -0.6005 3.7510 -7.1808  0.577
O1 0.9841 3.9652 -7.5145  -0.427
Br1 -1.2925 5.8752 -7.0102  0.402
C10 -1.9819 3.2105 -4.7623  -0.207
N1 -2.9978 3.8525 -5.4010  0.092
C11 -4.0999 4.0360 -4.7338  -0.329
P2 -5.4312 4.9349 -5.6870  0.756
N2 -4.7980 6.1159 -6.4933  -0.310
C12 -4.2032 3.5635 -3.3964  -0.292
S1 -5.7263 3.8822 -2.5174  0.615
O2 -6.8112 3.3223 -3.2482  -0.261
O3 -5.7879 5.2636 -2.1964  -0.242
F1 -5.5494 3.0780 -1.2110  -0.111
N3 -3.2967 2.9117 -2.7388  0.196
C13 -2.1578 2.7334 -3.4518  -0.137
H1 -1.2377 1.1527 0.7241  0.055
H2 0.9002 1.2727 -3.0554  0.119
H3 2.6146 2.7616 -2.8977  0.077
H4 2.0002 4.1379 -3.8330  0.089
H5 3.7662 3.8064 -3.7084  0.051
H6 1.2529 4.8367 -7.1828  0.031
H7 -6.3501 5.3999 -4.7405  -0.002
H8 -6.1226 3.9809 -6.4586  0.017
H9 -4.9775 6.0125 -7.4851  -0.039
C14 1.3108 10.2164 -10.7625  0.073
C15 1.7943 9.1046 -10.1933  -0.235
C16 0.8922 8.0719 -9.5704  -0.310
O4 1.4147 7.0808 -9.0906  0.079
C17 -0.5382 8.3164 -9.5730  0.052
C18 -1.0227 9.4305 -10.1394  -0.232
C19 -0.1224 10.4499 -10.7851  -0.315
O5 -0.6398 11.4265 -11.2941  0.108
O6 -2.3175 9.7163 -10.1744  0.122
O7 3.0922 8.8291 -10.1362  0.115
H10 1.9496 10.9622 -11.2140  0.135
H11 -1.1760 7.5774 -9.1100  0.053
H12 -2.3916 10.5719 -10.6393  0.121
H13 3.1623 7.9693 -9.6783  0.118
C20 3.5376 -0.9008 -0.2987  0.078
C21 4.0473 -2.0024 0.2705  -0.233
C22 3.1636 -3.0732 0.8506  -0.308
O8 3.6978 -4.0547 1.3332  0.109
C23 1.7259 -2.8834 0.8080  0.068
C24 1.2098 -1.7794 0.2428  -0.224
C25 2.1001 -0.7206 -0.3599  -0.292
O9 1.5594 0.2464 -0.8675  0.088
O10 -0.0917 -1.5262 0.1545  0.087
O11 5.3494 -2.2293 0.3629  0.124
H14 4.1614 -0.1252 -0.7202  0.136
H15 1.1098 -3.6576 1.2377  0.129
H16 -0.1327 -0.6705 -0.3282  0.075
H17 5.4421 -3.0921 0.8116  0.123
C26 10.4378 -0.9122 -6.2725  0.075
C27 9.9209 -1.4959 -5.1831  -0.237
C28 8.5528 -1.1404 -4.6657  -0.311
O12 8.1463 -1.7282 -3.6813  0.111
C29 7.7947 -0.1158 -5.3632  0.057
C30 8.3135 0.4694 -6.4502  -0.236
C31 9.6709 0.0950 -6.9822  -0.313
O13 10.0620 0.6618 -7.9855  0.110
O14 7.6857 1.4164 -7.1445  0.054
O15 10.5666 -2.4221 -4.4856  0.117
H18 11.4178 -1.1607 -6.6545  0.137
H19 6.8212 0.1410 -4.9708  0.069
H20 8.2950 1.6495 -7.8731  0.121
H21 9.9687 -2.6743 -3.7557  0.121
C32 -2.5832 -3.2977 3.1414  0.084
C33 -1.4339 -2.6386 3.3412  -0.222
C34 -0.9842 -2.2248 4.7138  -0.326
O16 0.0811 -1.6389 4.8185  0.101
C35 -1.8403 -2.5307 5.8421  0.058
C36 -2.9886 -3.1873 5.6422  -0.217
C37 -3.4289 -3.6270 4.2730  -0.307
O17 -4.4787 -4.2368 4.1829  0.115
O18 -3.8197 -3.5026 6.6328  0.093
O19 -0.6089 -2.3059 2.3550  0.078
H22 -2.9143 -3.6029 2.1589  0.139
H23 -1.5158 -2.2132 6.8221  0.126
H24 -4.5673 -3.9751 6.2115  0.117
H25 0.1387 -1.8513 2.7926  0.120
C38 -3.3864 -7.4194 10.3617  0.075
C39 -4.2478 -8.4446 10.4063  -0.237
C40 -5.5804 -8.3948 9.7071  -0.315
O20 -6.2977 -9.3748 9.7806  0.109
C41 -5.9379 -7.1842 8.9895  0.076
C42 -5.0780 -6.1580 8.9479  -0.228
C43 -3.7341 -6.2177 9.6255  -0.311
O21 -3.0031 -5.2504 9.5246  0.111
O22 -5.3371 -5.0209 8.3119  0.100
O23 -3.9955 -9.5711 11.0614  0.116
H26 -2.4265 -7.4456 10.8577  0.136
H27 -6.9035 -7.1527 8.5048  0.136
H28 -4.5460 -4.4570 8.4408  0.097
H29 -4.7786 -10.1397 10.9289  0.121
C44 -2.8760 2.5485 5.5378  0.074
C45 -2.0734 1.5349 5.8913  -0.228
C46 -2.1495 0.9041 7.2577  -0.303
O24 -1.4010 -0.0258 7.4942  0.097
C47 -3.1028 1.4361 8.2128  0.076
C48 -3.9020 2.4520 7.8593  -0.236
C49 -3.8461 3.0662 6.4857  -0.315
O25 -4.6178 3.9731 6.2374  0.110
O26 -4.7941 2.9876 8.6818  0.118
O27 -1.1649 1.0192 5.0706  0.108
H30 -2.8335 3.0085 4.5607  0.135
H31 -3.1363 0.9858 9.1948  0.137
H32 -5.2346 3.6973 8.1750  0.122
H33 -0.7119 0.2999 5.5585  0.092
C50 1.6203 -6.3681 4.1871  0.081
C51 2.4407 -7.3782 4.5108  -0.231
C52 2.3979 -8.0343 5.8662  -0.313
O28 3.1628 -8.9568 6.0748  0.111
C53 1.4540 -7.5299 6.8463  0.077
C54 0.6363 -6.5183 6.5246  -0.227
C55 0.6628 -5.8816 5.1597  -0.287
O29 -0.1269 -4.9788 4.9399  0.112
O30 -0.2465 -6.0121 7.3770  0.120
O31 3.3403 -7.8722 3.6733  0.124
H34 1.6440 -5.8923 3.2165  0.130
H35 1.4430 -7.9964 7.8211  0.137
H36 -0.7106 -5.2956 6.9030  0.111
H37 3.7927 -8.5902 4.1578  0.122



Record 2
# C32H31GeN6O2SeTi

C32H31GeN6O2SeTi as an isolated structure (ωB97M-V with the def2-TZVPD basis set, OMol25).

## Properties
net charge = +3
HOMO level (spin up / spin down) = -15.94 / -15.94 eV
Kohn-Sham gap (spin up / spin down) = 6.974 / 6.975 eV
LUMO level (spin up / spin down) = -8.96 / -8.96 eV
2S+1 = 1

Each line ends with the Löwdin charge.
Element x y z (Å)
Ti1 0.1829 0.4231 1.6909  0.871
O1 -7.3287 0.4469 0.6618  0.139
N1 -6.4918 1.1973 1.0980  -0.335
O2 -6.6549 2.3534 1.4242  0.116
C1 -5.1273 0.6407 1.2662  -0.046
C2 -5.0493 -0.6588 1.6051  0.097
C3 -3.7751 -1.2732 1.8192  -0.100
C4 -3.6432 -2.6118 2.2359  0.059
C5 -2.3899 -3.1333 2.4257  0.011
C6 -1.2778 -2.3256 2.1788  -0.080
N2 -1.3697 -1.0632 1.7803  -0.004
C7 -2.6129 -0.5281 1.6208  -0.129
C8 -2.7157 0.8632 1.2675  -0.120
N3 -1.5496 1.5534 1.1429  0.019
C9 -1.5902 2.8560 0.8978  -0.061
C10 -2.7887 3.5390 0.7069  0.024
C11 -3.9749 2.8544 0.7900  0.074
C12 -3.9645 1.4760 1.1007  -0.033
H1 -5.9573 -1.2355 1.7234  0.150
H2 -4.5285 -3.2104 2.4109  0.145
H3 -2.2422 -4.1496 2.7613  0.132
H4 -0.2775 -2.7115 2.3193  0.102
H5 -0.6397 3.3731 0.8453  0.122
H6 -2.7706 4.5988 0.4976  0.135
H7 -4.9130 3.3674 0.6468  0.128
Se1 -0.9145 2.6348 5.5060  0.914
C13 -0.3763 1.5330 4.3432  -0.868
N4 -0.0068 0.7377 3.5041  -0.074
C14 3.1367 -2.0999 2.5091  -0.215
Ge1 2.0728 -1.1633 1.1729  1.013
C15 2.9625 -1.2292 -0.5562  -0.341
C16 2.5327 -2.1066 -1.5524  -0.150
C17 3.2264 -2.2120 -2.7509  -0.086
C18 4.3541 -1.4330 -2.9711  -0.054
C19 4.7920 -0.5591 -1.9859  -0.046
C20 4.1053 -0.4619 -0.7837  -0.090
C21 2.2701 0.8838 1.6830  -0.390
C22 3.0532 1.1856 2.7814  -0.046
C23 3.6324 2.4587 2.9409  -0.004
C24 3.3852 3.4420 2.0223  0.047
C25 2.5602 3.2030 0.8910  -0.136
C26 2.3070 4.1925 -0.0804  0.029
C27 1.5087 3.9280 -1.1695  -0.027
C28 0.9284 2.6618 -1.3291  -0.042
C29 1.1738 1.6710 -0.4042  -0.123
C30 2.0015 1.9109 0.7185  -0.240
H8 4.1453 -1.6868 2.4731  0.043
H9 3.2033 -3.1549 2.2420  0.038
H10 2.7336 -2.0206 3.5167  0.032
H11 1.6718 -2.7455 -1.3777  0.085
H12 2.9105 -2.9234 -3.5047  0.102
H13 4.9044 -1.5219 -3.8982  0.118
H14 5.6803 0.0369 -2.1479  0.121
H15 4.4760 0.2168 -0.0234  0.110
H16 3.2315 0.4354 3.5423  0.118
H17 4.2515 2.6586 3.8045  0.131
H18 3.8187 4.4267 2.1491  0.140
H19 2.7621 5.1687 0.0340  0.138
H20 1.3396 4.6946 -1.9132  0.127
H21 0.3051 2.4635 -2.1914  0.122
H22 0.7745 0.6704 -0.6070  0.080
N5 -1.1179 -3.6321 -5.3803  0.203
C31 -0.7754 -2.3324 -4.6788  -0.128
C32 -0.9593 -2.4449 -3.1624  -0.269
N6 -0.6362 -1.2145 -2.4537  0.020
H23 -0.9785 -3.5550 -6.3918  0.182
H24 -2.0948 -3.8973 -5.2295  0.179
H25 -0.5368 -4.4083 -5.0535  0.177
H26 -1.4276 -1.5763 -5.1131  0.138
H27 0.2556 -2.1019 -4.9434  0.133
H28 -0.3242 -3.2470 -2.7770  0.113
H29 -1.9925 -2.7186 -2.9344  0.124
H30 -1.2128 -0.4490 -2.7857  0.081
H31 0.3366 -0.9607 -2.6010  0.055



In order of appearance, total energy = -8964.822069 -7043.898210 Ha.